(1)
The following is a DFT calculation (ωB97M-V with the def2-TZVPD basis set) of C26H15Br2Cl5MnN5O3S as an isolated structure.

Element x y z (Å)
Mn 0.4254 -0.7233 0.9468
C -1.0620 2.3658 -0.4793
C -1.7541 1.0584 -0.7002
C -2.7824 0.9832 -1.6406
C -3.4593 -0.2231 -1.9013
C -3.0108 -1.3526 -1.3011
C -3.5973 -2.7197 -1.2883
Br -5.3493 -2.9390 -1.9754
C -2.5670 -4.6100 0.7005
C -1.3130 -4.3775 1.1230
Br -0.2320 -5.5642 2.0567
C -0.8813 -2.9291 0.9228
O -0.0333 -2.3432 1.7949
C -1.8692 -1.2767 -0.3506
N -1.3485 0.0020 -0.0028
H -1.7294 3.2002 -0.6822
H -0.2103 2.4238 -1.1591
H -0.6777 2.4254 0.5355
H -3.0922 1.8814 -2.1459
H -4.3258 -0.2452 -2.5451
H -3.1320 -5.5201 0.7691
Cl -3.1905 -1.7513 2.0984
C -2.2585 -2.2927 0.7132
C -0.4962 -2.1246 -0.3928
C -0.2441 -2.7530 -1.6870
Cl 1.2672 -2.4666 -2.4434
C -1.2323 -3.4322 -2.2963
Cl -1.0385 -4.0723 -3.8754
C -2.5023 -3.7090 -1.5990
Cl -3.1251 -5.3030 -2.0342
C -2.9103 -3.4019 -0.1154
Cl -5.5915 -3.8654 1.3270
N 4.0276 4.7254 -3.1076
C 3.8554 3.6918 -2.2360
C 3.9449 3.9108 -0.8528
C 3.6946 2.8858 0.0310
C 3.3612 1.6297 -0.4542
C 3.2507 1.3905 -1.8126
C 3.5102 2.4142 -2.7010
S 2.8194 0.4775 0.7678
O 3.6457 0.5101 1.9314
O 2.5185 -0.8450 0.1991
N 1.2865 0.9931 1.0798
C 1.0070 1.2501 2.3800
N 0.0454 0.4357 2.8566
C -0.3244 0.5965 4.1157
C 0.2551 1.5753 4.9114
C 1.2380 2.3595 4.3232
N 1.6174 2.2053 3.0665
H 4.4532 5.5712 -2.7673
H 4.1579 4.5111 -4.0806
H 4.2020 4.8941 -0.4885
H 3.7407 3.0247 1.1000
H 2.9673 0.4060 -2.1540
H 3.4373 2.2440 -3.7652
H -1.0918 -0.0704 4.4829
H -0.0388 1.7190 5.9366
H 1.7425 3.1495 4.8653

Forces on the atoms, in the same order (eV/Å):
Mn -1.163 -2.592 -1.348
C 0.054 -0.074 0.106
C 1.482 -0.463 1.659
C -1.498 -1.832 -0.687
C 0.128 2.031 -0.614
C 1.068 -1.537 1.900
C -1.233 0.577 -0.112
Br 0.005 0.258 -0.068
C 0.027 -0.181 0.173
C -0.060 0.289 0.011
Br 0.098 -0.152 0.077
C -0.667 0.542 -0.476
O 0.414 0.578 0.838
C -1.409 1.850 -0.921
N -0.404 -0.046 -1.079
H -0.012 0.025 0.004
H 0.081 0.098 0.006
H -0.039 0.080 -0.076
H -0.060 0.186 -0.048
H -0.043 -0.010 -0.107
H -0.156 0.040 0.093
Cl 0.218 0.039 -0.434
C 0.513 -0.494 0.873
C 0.759 -0.592 0.562
C -0.181 0.324 -0.070
Cl 0.253 0.054 -0.186
C 0.473 -0.068 0.165
Cl 0.063 0.182 -0.168
C 0.648 -0.451 -0.058
Cl -0.004 0.167 0.138
C 0.366 0.230 -0.310
Cl 0.125 -0.089 -0.080
N 0.070 0.256 -0.201
C -0.219 -0.325 0.291
C 0.011 -0.110 -0.027
C 0.148 0.015 -0.038
C -0.157 -0.527 0.376
C 0.042 -0.139 0.042
C 0.042 0.093 0.044
S -0.200 0.888 0.017
O 0.312 0.100 -0.221
O -0.588 -0.062 -0.340
N 1.082 -0.022 -0.897
C -0.583 0.710 1.753
N 0.469 0.034 -0.615
C -0.119 0.095 0.338
C 0.003 -0.051 -0.171
C -0.192 -0.133 0.210
N 0.102 0.143 -0.488
H 0.008 -0.076 -0.127
H 0.059 0.099 0.024
H 0.029 0.101 0.068
H 0.031 0.196 0.126
H -0.035 -0.084 -0.117
H -0.019 -0.060 -0.095
H -0.046 -0.078 0.039
H -0.061 -0.023 0.099
H -0.032 -0.005 0.145

Summary:
Orbital gap (spin up / spin down): 0.127 / 0.122 Eh
Electronic energy: -285642.1828 eV

---

(2)
The following is a DFT calculation (ωB97M-V with the def2-TZVPD basis set) of C26H17BrF6N3O7ReS2 as an isolated structure.

Element x y z (Å)
Re -0.0787 0.1739 -0.0958
Br 3.0940 6.7060 -1.4513
C 2.2827 5.0032 -1.4567
C 1.4718 4.6353 -2.5436
C 0.9281 3.3822 -2.5971
C 1.1283 2.4301 -1.5591
O 0.6452 1.2489 -1.6933
C 1.9173 2.8480 -0.4273
C 2.1870 1.9851 0.6645
N 1.5551 0.8689 0.9039
C 1.9896 -0.0013 1.9035
C 2.7622 0.3067 3.0075
C 3.0887 -0.6989 3.9247
C 2.6580 -1.9909 3.7628
C 1.8670 -2.3460 2.6516
C 1.3428 -3.6356 2.4275
C 0.5308 -3.8428 1.3401
C 0.2449 -2.7855 0.4739
N 0.7390 -1.5713 0.6425
C 1.5320 -1.3334 1.7213
C 2.5063 4.1244 -0.4242
H 1.2732 5.3470 -3.3315
H 0.3240 3.0793 -3.4369
H 2.9874 2.2943 1.3320
H 3.0871 1.3175 3.2035
H 3.6764 -0.4310 4.7868
H 2.8953 -2.7446 4.4964
H 1.5699 -4.4373 3.1121
H 0.0931 -4.8092 1.1512
H -0.4088 -2.9297 -0.3743
H 3.1255 4.4141 0.4118
F -4.2793 -0.4727 3.8000
C -2.9873 -0.4437 3.5392
F -2.4815 -1.6576 3.7601
F -2.3933 0.4083 4.3662
S -2.5750 0.0483 1.7729
O -1.1237 -0.1532 1.7935
O -3.3077 -0.8107 0.9173
N -2.9574 1.5614 1.7442
S -2.0464 2.6417 1.0754
O -1.1743 2.1142 0.0372
O -2.7143 3.8427 0.7580
C -0.7950 3.1124 2.4178
F 0.1847 3.8317 1.8603
F -1.3341 3.8120 3.3963
F -0.2104 2.0253 2.9480
C 1.0885 -3.2015 -3.4662
C 0.3860 -2.0452 -2.7920
O 1.0243 -1.3687 -1.9927
C -1.0345 -1.8570 -3.0986
C -1.5660 -2.4019 -4.2722
C -2.9098 -2.3373 -4.5747
C -3.7897 -1.7382 -3.6732
C -3.3155 -1.1888 -2.5119
C -1.9277 -1.1743 -2.1978
O -1.5788 -0.5874 -1.1151
H 2.0648 -3.3370 -3.0082
H 1.2348 -2.9930 -4.5241
H 0.5045 -4.1131 -3.3634
H -0.9048 -2.8887 -4.9705
H -3.2750 -2.7708 -5.4921
H -4.8481 -1.7199 -3.8774
H -3.9735 -0.7446 -1.7828

Forces on the atoms, in the same order (eV/Å):
Re 0.766 -0.109 -3.294
Br -0.042 -0.020 0.051
C 0.079 -0.073 0.085
C 0.218 0.082 0.401
C -0.054 -0.864 0.403
C 1.164 2.598 0.495
O -1.611 -2.775 1.350
C -0.659 -0.279 -0.857
C -0.146 -0.182 0.117
N 0.778 1.417 -0.035
C 0.521 -0.745 0.910
C -0.496 -0.105 -0.605
C -0.054 -0.380 0.131
C 0.127 0.214 0.073
C -0.094 0.371 -0.255
C -0.146 0.273 -0.306
C 0.197 -0.043 0.084
C -0.194 -0.205 -0.204
N -0.409 0.186 0.547
C 0.729 0.152 0.710
C -0.087 0.276 -0.326
H 0.056 0.017 -0.050
H -0.094 -0.052 -0.097
H 0.089 -0.175 -0.043
H 0.016 0.061 -0.045
H 0.083 -0.022 0.134
H 0.080 -0.096 0.079
H 0.016 -0.093 0.111
H -0.034 -0.066 -0.081
H -0.104 0.050 0.008
H 0.071 0.066 0.064
F 0.103 0.185 -0.549
C 0.245 -0.003 0.514
F 0.022 0.043 -0.364
F 0.041 0.155 -0.102
S -2.578 -0.426 0.973
O 2.081 0.080 -1.153
O -0.283 0.036 0.148
N 0.050 -0.048 -0.221
S 0.080 1.114 1.767
O 0.982 -1.574 -0.564
O -0.279 -0.028 -0.070
C 0.371 0.065 0.084
F -0.314 0.085 -0.157
F -0.307 -0.118 -0.254
F -0.294 0.035 -0.056
C 0.299 0.242 0.153
C -0.545 -0.396 -0.604
O -0.167 0.769 1.309
C -0.317 0.663 0.916
C -0.426 -0.187 -0.188
C 0.310 -0.063 -0.058
C 0.200 -0.122 0.066
C 0.614 0.133 0.348
C -0.640 -1.226 -2.201
O 0.269 1.060 1.063
H 0.022 0.036 0.003
H -0.028 -0.047 -0.095
H -0.062 -0.031 -0.089
H 0.059 -0.060 -0.077
H -0.024 0.003 -0.090
H -0.139 0.022 -0.050
H -0.114 0.122 0.043

Summary:
Orbital gap (spin up / spin down): 0.201 / 0.200 Eh
Charge: +1
Electronic energy: -156181.6697 eV
Multiplicity: 2
Energy relative to the best compared isomer or geometry (same formula, charge and spin): 2.3805 eV

---

(3)
The following is a DFT calculation (ωB97M-V with the def2-TZVPD basis set) of C26H17FN4O11SW as an isolated structure.

Element x y z (Å)
W -0.7347 -1.0634 1.5007
O -1.9726 -2.1053 2.8333
N -2.5134 -1.5613 3.9196
C -2.8824 -2.4373 4.8824
C -3.4936 -2.0028 6.0197
C -3.7236 -0.6316 6.1719
C -3.3203 0.2357 5.1929
C -2.6807 -0.2283 4.0297
S -2.1129 0.7790 2.7839
H -2.6472 -3.4643 4.6566
H -3.7806 -2.7181 6.7755
H -4.2065 -0.2564 7.0649
H -3.4694 1.3022 5.2832
C -2.7092 2.3707 -4.6843
C -1.2918 2.6519 -4.2352
C -0.2547 2.2388 -5.2624
C 1.1106 2.7646 -4.8493
C 1.4139 2.4057 -3.4144
C 2.6993 2.4221 -2.9438
C 2.9848 2.0472 -1.6297
F 4.2622 2.0970 -1.2251
C 2.0205 1.6186 -0.7763
C 0.6974 1.5725 -1.2416
C -0.3257 0.9996 -0.4027
O 0.0014 0.6250 0.7681
C -1.6030 0.8698 -0.9347
C -1.8587 1.4204 -2.1700
N -0.9430 1.9888 -2.9412
C 0.3875 1.9984 -2.5329
C -2.7321 0.0301 -0.3555
O -3.8705 0.2314 -0.6882
O -2.3531 -0.9473 0.4414
H -2.8635 2.8940 -5.6272
H -3.4582 2.7365 -3.9825
H -2.8749 1.3046 -4.8565
H -1.1829 3.7256 -4.0564
H -0.5425 2.6296 -6.2379
H -0.2403 1.1462 -5.3305
H 1.1356 3.8517 -4.9673
H 1.8932 2.3589 -5.4895
H 3.5145 2.7099 -3.5982
H 2.2530 1.3047 0.2318
H -2.8729 1.3720 -2.5388
O 1.1879 -1.9133 4.8916
C 1.0944 -1.6569 3.7236
O 0.2881 -0.7426 3.1948
C 1.9323 -2.2340 2.6018
C 3.2693 -2.4178 2.5770
C 3.8906 -2.6482 1.3128
C 3.2459 -2.5491 0.1283
C 1.8601 -2.3340 0.1828
C 1.1856 -2.3720 1.4082
O -0.0868 -2.8719 1.4891
N 1.0950 -1.9618 -0.9010
O 1.5123 -1.9430 -2.0513
O -0.0885 -1.5552 -0.6374
N 5.3475 -2.9246 1.2786
O 5.8453 -3.2070 0.2091
O 5.9129 -3.0041 2.3471
H 3.8718 -2.3389 3.4719
H 3.7772 -2.6129 -0.8104

Forces on the atoms, in the same order (eV/Å):
W -1.011 -0.308 2.087
O -0.082 0.027 -0.269
N 0.046 -0.182 0.187
C -0.001 0.059 -0.025
C -0.029 -0.027 0.030
C -0.021 0.038 0.043
C 0.010 0.078 -0.015
C -0.064 0.013 0.056
S 0.329 -0.109 -0.261
H 0.010 -0.022 -0.031
H 0.011 0.007 -0.009
H 0.009 0.002 -0.032
H 0.012 -0.021 0.011
C -0.049 -0.069 -0.030
C 0.024 -0.040 0.213
C 0.080 -0.120 -0.022
C -0.008 -0.026 0.082
C -0.248 0.041 -0.070
C 0.254 0.021 -0.014
C 0.168 0.087 -0.132
F -0.029 0.003 -0.027
C -0.077 -0.117 0.162
C 0.017 0.088 0.174
C 0.019 0.610 -0.770
O 0.727 0.639 0.122
C -0.544 -0.217 -0.294
C -0.219 -0.004 0.036
N 0.074 0.084 -0.283
C -0.012 0.137 -0.207
C 0.417 0.051 0.133
O -0.131 0.005 -0.152
O -1.158 0.355 -1.249
H -0.020 -0.019 -0.003
H 0.019 0.009 -0.021
H 0.011 0.042 0.005
H -0.032 0.038 0.057
H 0.020 0.009 -0.007
H -0.016 0.037 -0.034
H -0.003 0.011 0.005
H 0.020 0.003 -0.018
H -0.011 -0.018 0.060
H -0.005 -0.017 -0.013
H 0.032 0.000 0.030
O 0.098 -0.023 0.065
C 0.233 0.078 -0.236
O 0.347 -0.201 0.739
C -0.221 -0.007 0.394
C 0.469 0.077 -0.066
C 0.589 0.196 0.480
C -0.230 0.195 -0.467
C 0.198 -0.072 -0.384
C -0.458 -0.673 0.034
O 0.754 -0.482 0.176
N 0.255 -0.082 -0.282
O 0.057 -0.106 -0.011
O -0.292 0.166 -0.060
N -0.634 -1.010 0.195
O 0.125 0.401 -0.197
O 0.219 0.387 0.160
H -0.003 -0.015 -0.051
H -0.044 -0.012 0.006

Summary:
Orbital gap (spin up / spin down): 0.223 / 0.243 Eh
Electronic energy: -71095.0983 eV
Multiplicity: 3
Energy relative to the best compared isomer or geometry (same formula, charge and spin): 1.4160 eV

---

(4)
The following is a DFT calculation (ωB97M-V with the def2-TZVPD basis set) of C26H18AsNNdO5PS4 as an isolated structure.

Element x y z (Å)
Nd -1.3295 0.6633 -1.3698
O -6.0743 -0.3134 -1.3951
C -4.7281 -0.2178 -1.4746
O -4.0985 0.6658 -0.9973
C -4.0974 -1.3544 -2.2363
C -4.8035 -2.4255 -2.7270
C -4.0877 -3.4451 -3.3531
C -2.7173 -3.3500 -3.4317
C -2.0956 -2.2201 -2.9109
N -2.7868 -1.2361 -2.3510
C -0.5724 -2.0867 -2.9024
O 0.0631 -3.0360 -3.3412
O -0.1538 -0.9849 -2.4050
H -6.3365 0.4919 -0.9188
H -5.8783 -2.4596 -2.6130
H -4.6044 -4.3069 -3.7554
H -2.0926 -4.1155 -3.8725
O -1.8684 -0.8212 0.2699
C -0.7493 -0.7240 0.8133
C 0.2173 -1.8698 0.9609
C 0.1339 -3.2414 1.0825
C 1.3272 -3.9593 1.2327
C 2.5485 -3.2950 1.2060
C 2.6193 -1.9046 1.0419
C 1.4388 -1.1933 0.9467
P 0.9750 0.5939 0.5794
C 2.7684 1.2069 0.4518
C 3.5655 1.7209 1.4764
C 4.9051 2.0439 1.2536
C 5.4734 1.8525 -0.0005
C 4.6917 1.3414 -1.0320
C 3.3578 1.0286 -0.8032
C 0.5927 1.5083 2.1204
C 0.5672 2.9002 2.0630
C 0.2206 3.6450 3.1831
C -0.0907 3.0076 4.3802
C -0.0648 1.6201 4.4491
C 0.2674 0.8781 3.3173
H -0.8266 -3.7467 1.0615
H 1.3046 -5.0367 1.3571
H 3.4659 -3.8670 1.3071
H 3.5800 -1.4023 0.9914
H 3.1423 1.8783 2.4633
H 5.5033 2.4502 2.0633
H 6.5122 2.1073 -0.1762
H 5.1171 1.2025 -2.0195
H 2.7427 0.6544 -1.6182
H 0.7817 3.3948 1.1226
H 0.1641 4.7250 3.1081
H -0.3706 3.5907 5.2526
H -0.3123 1.1154 5.3763
H 0.2770 -0.2062 3.3663
S 0.5265 2.6860 -2.2118
As -1.5325 3.4099 -2.1473
S -2.1419 2.9844 -0.0764
S -2.6277 2.0163 -3.4657
S -1.8086 5.4356 -2.6920

Forces on the atoms, in the same order (eV/Å):
Nd -0.023 1.175 -0.716
O -0.051 0.310 0.159
C -0.076 -1.041 -0.783
O 0.197 0.450 0.564
C -0.368 0.536 0.307
C -0.207 -0.409 -0.189
C -0.290 0.084 0.078
C 0.182 -0.032 -0.056
C -0.082 0.069 0.018
N 0.406 -0.431 -0.137
C 0.128 0.308 0.120
O 0.141 0.028 -0.034
O 0.314 -1.274 -0.554
H -0.086 -0.101 -0.058
H 0.045 -0.031 -0.022
H -0.030 -0.018 -0.007
H -0.026 0.038 0.022
O -0.183 -1.515 1.096
C -0.355 -0.310 0.425
C -0.102 0.177 0.119
C 0.128 -0.147 -0.001
C -0.066 0.159 -0.032
C -0.057 0.083 -0.009
C 0.078 -0.053 0.031
C -0.082 0.088 0.046
P 0.731 -0.008 0.481
C 0.164 -0.211 -0.186
C 0.112 -0.019 -0.067
C -0.136 -0.044 -0.056
C -0.138 -0.039 0.040
C -0.025 0.027 0.088
C -0.005 0.076 -0.032
C -0.127 -0.079 0.036
C -0.020 0.083 0.037
C 0.005 -0.068 -0.009
C 0.003 -0.022 -0.037
C 0.051 0.037 -0.148
C 0.035 -0.007 0.087
H 0.034 0.027 0.009
H -0.003 0.029 -0.002
H -0.039 0.030 -0.005
H -0.041 -0.021 0.003
H 0.016 -0.016 -0.041
H -0.022 -0.013 -0.013
H 0.005 0.009 0.005
H -0.012 -0.003 0.011
H 0.026 0.006 0.026
H -0.015 0.014 -0.013
H 0.013 -0.041 0.003
H 0.024 -0.027 -0.053
H -0.003 -0.010 -0.015
H -0.013 0.034 0.000
S -0.154 0.042 -0.083
As -0.052 1.835 -0.537
S 0.003 0.273 0.056
S 0.062 0.011 0.013
S -0.015 -0.047 0.016

Summary:
Orbital gap (spin up / spin down): 0.197 / 0.197 Eh
Charge: -2
Electronic energy: -167733.1290 eV
Multiplicity: 4
Energy relative to the best compared isomer or geometry (same formula, charge and spin): 0.1602 eV